No. 1
Here is a molecular structure, C22H32N4O4PdS2Si from OMol25. Energies are from ωB97M-V/def2-TZVPD.

Structure (ORCA input):
```
! RIJCOSX wB97M-V def2-TZVPD def2/J DEFGRID3
* xyz 0 5
Pd 1.62 0.12 -1.08
N 1.58 4.47 -0.35
C 1.79 3.15 -0.47
S 1.53 2.38 -1.97
N 2.25 2.55 0.64
N 2.24 1.24 0.58
C 3.21 0.61 1.39
C 3.32 1.00 2.78
C 4.56 1.09 3.44
C 4.62 1.48 4.76
C 3.46 1.78 5.46
C 2.23 1.72 4.81
C 2.16 1.34 3.48
C 3.92 -0.42 0.72
C 4.84 -1.30 1.35
C 5.45 -2.29 0.61
C 5.14 -2.43 -0.74
C 4.19 -1.59 -1.29
N 3.61 -0.62 -0.59
H 1.38 5.02 -1.16
H 1.89 4.92 0.50
H 5.47 0.91 2.88
H 5.59 1.56 5.25
H 3.52 2.09 6.50
H 1.33 1.96 5.35
H 1.21 1.30 2.98
H 5.03 -1.21 2.41
H 6.15 -2.96 1.09
H 5.59 -3.21 -1.35
H 3.86 -1.70 -2.31
C -2.25 1.69 -1.02
Si -2.49 -0.16 -1.18
C -3.42 -0.82 0.33
C -4.86 -0.27 0.31
C -3.47 -2.35 0.43
C -2.70 -0.28 1.57
C -3.13 -0.57 -2.91
C -1.99 -0.33 -3.91
C -3.63 -2.01 -3.07
C -4.28 0.39 -3.26
H -3.20 2.22 -0.91
H -1.73 2.10 -1.89
H -1.63 1.92 -0.14
H -5.44 -0.71 -0.50
H -4.90 0.81 0.22
H -5.36 -0.54 1.25
H -4.01 -2.80 -0.39
H -3.98 -2.62 1.36
H -2.47 -2.79 0.45
H -2.72 0.81 1.62
H -1.65 -0.60 1.61
H -3.19 -0.66 2.47
H -1.14 -0.99 -3.73
H -1.63 0.70 -3.88
H -2.35 -0.52 -4.93
H -2.87 -2.74 -2.80
H -3.92 -2.18 -4.11
H -4.52 -2.20 -2.46
H -3.98 1.44 -3.19
H -5.15 0.25 -2.63
H -4.59 0.22 -4.30
O -0.87 -3.13 -1.36
S 0.00 -2.00 -1.23
O 0.82 -1.67 -2.41
O -0.87 -0.67 -1.05
O 0.85 -1.94 -0.04
*
```

expectation value of S²: 6.0478
orbital gap (alpha / beta): 0.2747 / 0.2549 hartree
calculated total energy: -70512.02086 eV
HOMO (alpha / beta): -7.0 / -9.1 eV



No. 2
Here is C4H9F in the gas phase in a non-equilibrium geometry from OMol25. Energies are from ωB97M-V/def2-TZVPD.

Structure (ORCA input):
```
! RIJCOSX wB97M-V def2-TZVPD def2/J DEFGRID3
* xyz 0 1
C -0.60 -1.11 -0.89
C -0.05 -0.04 -0.09
C 1.51 0.10 -0.02
C -0.51 1.35 -0.20
F -0.42 -0.35 1.27
H -1.17 -0.66 -1.73
H 0.11 -1.84 -1.37
H -1.27 -1.77 -0.31
H 1.74 0.88 -0.82
H 1.59 0.50 1.00
H 2.16 -0.79 -0.35
H -0.19 1.75 -1.23
H -1.49 1.44 0.06
H 0.19 1.79 0.54
*
```

structure (SMILES): CC(C)(C)F
orbital gap: 0.4444 hartree
calculated total energy: -7010.60831 eV
HOMO: -11.1 eV